# 1
Molecular formula: C2H2ErO2
Method: DFT, ωB97M-V/def2-TZVPD

Structure (ORCA input):
```
! wB97M-V def2-TZVPD RIJCOSX def2/J DEFGRID3
* xyz 1 4
H 1.025 2.146 -0.524
O -0.795 1.116 0.400
C 0.525 1.520 0.412
C 1.564 0.572 -0.084
O 1.111 -0.595 -0.420
H 0.892 1.996 1.344
Er -0.982 -0.965 -0.011
*
```

## Properties
HOMO level (spin up / spin down) = -14.074 / -11.297 eV
Gap between HOMO and LUMO (spin up / spin down) = 8.66 / 5.38 eV
Max |F| = 0.123 Eh/bohr
Electronic energy = -33810.82739 eV

---

# 2
Molecular formula: C2H2F2
Method: DFT, ωB97M-V/def2-TZVPD

Structure (ORCA input):
```
! wB97M-V def2-TZVPD RIJCOSX def2/J DEFGRID3
* xyz 0 1
C 0.491 0.314 0.030
C -0.549 -0.352 -0.020
H -1.434 0.090 -0.150
H -0.833 -1.479 0.150
F 1.870 -0.205 -0.017
F 0.455 1.632 0.006
*
```

## Properties
HOMO level = -10.822 eV
Energy above the lowest of the compared OMol25 structures with the same formula, charge and spin = 1.169 eV
Gap between HOMO and LUMO = 11.78 eV
Structure (SMILES) = C=C(F)F
Max |F| = 0.165 Eh/bohr
Electronic energy = -7539.36939 eV